Formula: C48H37N4P2S2Y
Source: the OMol25 dataset
Level of theory: ωB97M-V/def2-TZVPD

Summary:
HOMO, Eh: -0.242
Total charge: 0
Energy above the lowest of the compared OMol25 structures with the same formula, charge and spin, eV: 0.000
Total energy, eV: -97632.080
Kohn-Sham gap, eV: 6.346

Last column: Mulliken charge in e.
Geometry (Å):
1 Y 10.07228 11.65924 11.54123  -0.4176
2 S 10.05270 11.65414 14.34671  -0.6879
3 S 11.08325 9.58202 9.72440  -0.5789
4 P 12.18410 9.10811 11.44652  1.6069
5 P 12.02542 11.14651 14.02412  1.7914
6 N 8.52456 12.10004 9.71254  0.7095
7 N 11.12164 12.96199 9.75615  0.4099
8 N 8.09055 10.29127 11.75210  1.0463
9 N 8.95026 14.04918 12.31744  0.2824
10 C 8.40967 14.88108 7.19665  -0.7615
11 C 9.63299 15.01703 13.00800  -0.2928
12 C 6.00975 9.51186 10.66041  0.7009
13 C 12.66539 10.15256 15.34571  0.6301
14 C 5.81632 8.62052 11.72592  -0.7424
15 C 5.48499 10.34201 8.40629  -0.7963
16 C 13.70488 8.35569 17.20150  -0.5494
17 C 6.65669 8.62435 12.78931  -0.8622
18 C 12.11543 14.65278 7.74859  -0.5438
19 C 12.94876 13.90362 8.52377  -1.2752
20 C 15.21272 7.31633 9.28622  -0.6507
21 C 7.59457 15.90317 13.93117  -0.3103
22 C 7.14768 10.36740 10.69972  -0.1632
23 C 7.94457 13.94361 8.13673  -0.7148
24 C 14.56000 14.30385 13.63599  -0.6323
25 C 9.91810 5.88882 12.35800  -0.5763
26 C 16.18815 8.27429 9.23483  -0.4826
27 C 12.37825 6.89455 13.05913  -0.4261
28 C 12.78466 13.37491 15.49526  -0.6401
29 C 12.21842 10.49348 12.45883  -0.5415
30 C 7.80761 9.44150 12.75148  0.0216
31 C 13.98855 7.52933 9.95056  -0.2691
32 C 7.40077 11.27500 9.59898  0.1475
33 C 11.92185 9.75944 16.42653  -0.3896
34 C 14.52772 8.80630 16.15317  -0.5961
35 C 10.26962 13.52034 8.80501  0.0775
36 C 10.66569 5.21822 13.32309  -0.5438
37 C 14.52666 14.91027 14.87396  -0.5147
38 C 6.88473 14.98636 13.11096  -0.9348
39 C 7.59148 14.07510 12.32374  0.0007
40 C 9.77521 15.17915 7.09190  -0.8487
41 C 8.82780 13.13659 8.89783  0.2776
42 C 6.64258 11.11522 8.42410  -0.7865
43 C 13.63180 14.42582 15.82576  -0.6287
44 C 5.17544 9.52761 9.49508  -0.8150
45 C 12.89396 12.71675 14.27725  0.2449
46 C 11.85157 5.83913 13.73514  -0.7097
47 C 13.96559 9.66418 15.20430  -0.5954
48 C 13.75235 8.68278 10.66866  -0.0369
49 C 12.44280 13.04524 9.45825  0.1239
50 C 8.98145 15.88388 13.88428  -0.7159
51 C 10.73828 14.42398 7.82592  0.5864
52 C 12.45382 8.89969 17.35618  -0.5534
53 C 10.37829 7.05915 11.77340  -0.3949
54 C 14.76542 9.61948 10.70708  -0.3496
55 C 13.70202 13.24814 13.28181  0.2036
56 C 11.57006 7.62537 12.17443  0.4116
57 C 15.92955 9.49548 9.94580  -0.6462
58 H 7.09220 13.41240 11.57654  0.2247
59 H 10.94058 10.19389 16.59689  0.3820
60 H 7.14779 16.62065 14.58940  0.4243
61 H 4.95171 7.90851 11.71979  0.3149
62 H 17.17823 8.07184 8.79763  0.3544
63 H 9.01427 5.43682 12.02067  0.4481
64 H 6.48770 8.16264 13.80354  0.3736
65 H 6.88562 13.78023 8.27260  0.7012
66 H 5.81302 15.03951 12.95281  0.4281
67 H 15.28789 14.63479 12.87163  0.3514
68 H 11.83145 8.57776 18.21900  0.3225
69 H 14.04536 7.60090 17.87924  0.4443
70 H 15.58757 8.53642 16.04429  0.3893
71 H 12.40128 5.41359 14.52873  0.4907
72 H 14.76655 10.42760 11.42864  0.1806
73 H 13.09437 12.44454 10.11202  0.1829
74 H 9.64572 16.55614 14.45437  0.3701
75 H 12.05149 12.97735 16.22664  0.3815
76 H 7.66859 15.42396 6.53897  0.2901
77 H 6.94627 11.69724 7.54417  0.6624
78 H 16.65112 10.30758 9.90128  0.4031
79 H 13.42469 7.14964 13.21818  0.4078
80 H 13.24849 6.73045 9.85551  0.3717
81 H 15.28193 15.68119 15.10495  0.3507
82 H 14.57858 9.93353 14.37720  0.3417
83 H 4.23213 8.96705 9.50485  0.3257
84 H 10.06813 15.92753 6.37161  0.3533
85 H 13.52069 14.92517 16.80560  0.3516
86 H 9.76076 7.58660 11.05886  0.4958
87 H 8.41873 9.37749 13.64909  0.2381
88 H 15.32164 6.40862 8.67558  0.3309
89 H 10.69997 14.97817 12.88341  0.4857
90 H 13.68848 12.84877 12.24943  0.0154
91 H 12.45806 15.36976 6.98480  0.3800
92 H 14.00270 14.03667 8.38264  0.4605
93 H 10.31185 4.25131 13.75980  0.3389
94 H 4.78035 10.36985 7.54332  0.3344

***

Formula: C25H22N3O2S
Source: the OMol25 dataset
Level of theory: ωB97M-V/def2-TZVPD

Summary:
HOMO, Eh: -0.106
Total charge: -1
Total energy, eV: -45680.452
Kohn-Sham gap, eV: 4.339

Last column: natural (NBO) charge in e.
Geometry (Å):
1 S 3.11375 -0.88278 -2.07742  2.1424
2 O 3.80686 -1.57507 -1.00768  -0.9817
3 O 3.25811 -1.37781 -3.43422  -0.9841
4 N 1.15286 2.93282 2.42114  -0.3110
5 N 4.19574 -0.33228 2.33194  -0.2756
6 N -4.75733 0.49846 2.71511  -0.4984
7 C -1.70027 -2.19176 -2.96872  -0.2286
8 C 0.06410 -3.87848 -2.92765  -0.1915
9 C -0.79369 -1.23677 -2.53515  -0.2356
10 C 0.97984 -2.92721 -2.51629  -0.2772
11 C -1.29040 -3.53132 -3.10997  -0.3326
12 C -2.58598 1.13311 1.78971  -0.2346
13 C 0.75963 -0.54986 1.93926  0.0382
14 C -5.26829 1.55080 3.56910  -0.3914
15 C 4.96609 3.31773 -2.02555  -0.2264
16 C -3.38958 0.25327 2.55181  0.1854
17 C 4.56501 2.71819 -0.83054  -0.2211
18 C 1.43477 -0.62986 -1.70218  -0.8498
19 C 0.54723 -1.59668 -2.20364  -0.0146
20 C 3.09140 0.05267 2.21902  0.2726
21 C 4.01166 1.43756 -0.84231  -0.2213
22 C 1.40333 1.79603 2.28853  0.2880
23 C 4.17802 1.39323 -3.27202  -0.2330
24 C 3.79915 0.80017 -2.06481  -0.1920
25 C 1.72756 0.41871 2.07032  -0.3108
26 C -0.64487 -0.27204 2.15593  -0.1348
27 C -1.41859 -1.11169 2.99669  -0.1661
28 C 4.74268 2.66927 -3.24217  -0.2135
29 C -5.72622 -0.14292 1.85680  -0.3916
30 C -1.25256 0.85537 1.56545  -0.1081
31 C -2.77262 -0.87949 3.15075  -0.2309
32 H -1.02623 -0.17149 -2.46518  0.1845
33 H 5.48054 4.28025 -2.01035  0.2027
34 H -5.21698 -0.88072 1.23243  0.2174
35 H 1.13961 0.41235 -1.56472  0.2139
36 H 4.05303 0.83837 -4.20228  0.2444
37 H -2.00636 -4.29923 -3.41692  0.1872
38 H -3.39154 -1.54093 3.75480  0.2176
39 H 1.08663 -1.58692 1.81045  0.2511
40 H -0.93326 -1.95453 3.49471  0.2152
41 H 3.77821 0.91899 0.08854  0.2292
42 H 5.03489 3.13988 -4.17671  0.2014
43 H -6.03349 1.15656 4.24798  0.1795
44 H -4.45846 1.97498 4.16773  0.2116
45 H -6.49729 -0.64534 2.44835  0.1765
46 H 2.03570 -3.22039 -2.46930  0.2215
47 H -5.73848 2.35414 2.98947  0.1705
48 H 4.71461 3.22632 0.11961  0.2098
49 H -2.71909 -1.89578 -3.21693  0.1900
50 H -0.66394 1.46573 0.87943  0.2247
51 H -3.02763 2.02496 1.35229  0.2168
52 H 0.41869 -4.89569 -3.13322  0.1919
53 H -6.22657 0.58712 1.20856  0.1724

***

Formula: C18H38Cl2FN4O4
Source: the OMol25 dataset
Level of theory: ωB97M-V/def2-TZVPD

Summary:
HOMO, Eh: -0.076
Total charge: -1
Total energy, eV: -61193.349
Kohn-Sham gap, eV: 4.351

Last column: natural (NBO) charge in e.
Geometry (Å):
1 Cl 0.07206 2.29587 -0.06799  -0.1936
2 Cl -0.14472 -0.81876 0.90783  -0.1572
3 F -4.66522 0.87299 0.37178  -0.4098
4 O -1.02807 4.72030 -3.81009  -0.6593
5 O 6.66943 -2.87945 2.81816  -0.6360
6 O 2.37819 -0.13602 2.51405  -0.6207
7 O -3.12807 -0.02744 -5.55630  -0.6407
8 N -2.10399 3.00401 -2.84165  -0.6126
9 N -4.20399 -1.74373 -4.58786  -0.6136
10 N 3.30631 0.36182 0.53114  -0.6280
11 N 5.73711 -3.97053 4.54486  -0.6146
12 C -0.05687 1.87151 2.81086  -0.6557
13 C 6.52034 -2.97849 4.03359  0.6758
14 C 4.37517 0.63666 -0.40003  -0.4085
15 C -1.80470 3.77538 -3.92533  0.6711
16 C -2.98398 1.86125 -2.77229  -0.4234
17 C 5.43962 -4.25183 5.92957  -0.4115
18 C -5.08398 -2.88648 -4.51850  -0.4117
19 C -3.90470 -0.97236 -5.67155  0.6740
20 C 4.76783 0.02631 2.48027  -0.7234
21 C -4.55156 -1.31966 -6.98517  -0.7195
22 C -3.70366 0.73717 2.82100  -0.4754
23 C 7.17966 -2.03144 4.99953  -0.7225
24 C -0.96386 1.82229 1.44116  -0.1790
25 C -2.45156 3.42807 -5.23895  -0.7233
26 C -4.46095 1.60182 1.65158  0.0317
27 C -1.61474 0.35521 1.09842  -0.2008
28 C -2.54190 -0.28836 2.28742  -0.6547
29 C 3.39720 0.07419 1.86079  0.6676
30 H 5.32864 -4.56639 3.83405  0.4054
31 H -5.86531 -2.66803 -3.78652  0.2034
32 H -2.18163 0.29929 0.07541  0.2178
33 H -0.44855 2.78699 3.46840  0.1902
34 H -3.53831 3.50344 -5.15296  0.2182
35 H 4.21122 1.63239 -0.81914  0.1957
36 H -3.44122 1.62788 -3.73465  0.2186
37 H 5.92736 -3.55379 6.61114  0.2095
38 H 5.25558 0.99966 2.38651  0.2144
39 H -3.76531 2.07971 -2.04030  0.2031
40 H -3.94984 2.67056 1.51051  0.1554
41 H -5.63831 -1.24429 -6.89918  0.2240
42 H 5.36897 -0.74988 2.00034  0.2431
43 H 4.32377 -0.10345 -1.20233  0.1925
44 H 2.35296 0.37593 0.18750  0.4299
45 H -5.54122 -3.11986 -5.48087  0.2037
46 H -4.21633 -0.61641 -7.75364  0.2432
47 H -4.49948 -3.74340 -4.17476  0.2007
48 H 5.35855 0.59659 0.07011  0.2027
49 H -1.76072 2.69401 1.53850  0.2108
50 H 1.03937 2.12840 2.48724  0.2309
51 H -1.63095 3.29940 -1.99540  0.4171
52 H -2.39948 1.00434 -2.42854  0.2053
53 H -2.16167 2.41965 -5.54427  0.2489
54 H 6.42125 -1.49784 5.57769  0.2309
55 H -3.73095 -1.44834 -3.74162  0.4152
56 H -0.08274 0.88082 3.44166  0.2604
57 H -5.55213 1.84141 2.07008  0.1512
58 H 4.67871 -0.21428 3.54407  0.2279
59 H -3.34960 1.47633 3.67576  0.1637
60 H 5.77410 -5.26895 6.14773  0.1916
61 H -2.11633 4.13133 -6.00742  0.2274
62 H 7.77043 -1.29685 4.44378  0.2451
63 H 7.85011 -2.58120 5.66463  0.2215
64 H 4.35640 -4.19408 6.06153  0.2059
65 H -4.53863 0.05474 3.33279  0.1871
66 H -1.79341 -0.44803 3.19637  0.1393
67 H -4.26167 -2.32809 -7.29049  0.2237

***

Formula: C39H43As2ClSi2Sr
Source: the OMol25 dataset
Level of theory: ωB97M-V/def2-TZVPD

Summary:
HOMO, Eh: -0.227
Total charge: 0
Total energy, eV: -191932.105
Kohn-Sham gap, eV: 5.884

Last column: Mulliken charge in e.
Geometry (Å):
1 Sr 0.32515 -0.87109 1.92321  1.1381
2 As 2.16765 -0.62734 4.73953  0.5150
3 As 0.16801 1.92754 3.78119  0.7367
4 Cl 1.88682 0.39325 -0.21782  -0.4705
5 Si 0.65989 0.14332 -2.11768  -0.4140
6 Si 0.02249 -0.23429 -4.54686  0.2291
7 C -1.32384 3.18904 3.82288  -1.4629
8 C -0.62736 3.21958 -6.74730  -0.5582
9 C 0.65376 3.58714 -7.18112  -0.4687
10 C -1.68283 -2.88973 2.29412  -0.5481
11 C 0.28532 1.26252 -5.62170  0.2447
12 C -2.38818 -1.71969 1.90191  -0.4039
13 C 1.43070 -3.96100 -7.05340  -0.4666
14 C 3.81228 0.00269 5.60462  -1.1759
15 C -0.80906 1.33246 7.93352  -0.8098
16 C 1.87542 -3.80867 -5.73121  -0.5297
17 C -1.60862 -1.40195 4.04307  -0.0095
18 C -2.32969 -0.78913 2.98078  -0.9129
19 C -2.21216 -2.84625 -1.76001  -0.8598
20 C -0.33956 2.79275 -2.51396  -0.3278
21 C 0.97037 -0.22875 7.40956  -0.3208
22 C 2.13130 -2.43980 5.46672  -1.3351
23 C 0.53773 -3.02230 -7.58180  -0.5256
24 C 1.74369 2.78488 -6.83552  -0.5566
25 C 0.94746 0.20821 6.08999  -0.1191
26 C 0.46939 -2.52000 -1.06113  -0.6973
27 C -1.47067 -3.94930 -1.34421  -0.5839
28 C -1.20677 -2.69831 3.61762  -0.8394
29 C 0.10099 -1.93622 -6.80471  -0.4136
30 C -2.69619 2.39165 -1.08535  -0.7622
31 C 1.56266 1.62050 -6.07980  -0.3361
32 C 0.55881 -1.77382 -5.48334  0.4619
33 C 0.06863 0.32425 8.32912  -0.6484
34 C -0.80623 1.79678 6.60729  -0.1782
35 C 1.56299 3.25723 4.15414  -1.0039
36 C -0.52932 1.58122 -1.82954  0.6965
37 C -1.33068 3.77841 -2.51303  -0.5183
38 C -0.80649 2.08032 -5.95772  -0.1700
39 C -1.65164 1.46826 -0.98923  -0.2211
40 C 1.44050 -2.73235 -4.94032  -0.2594
41 C -1.59761 -1.60081 -1.90004  -0.3650
42 C 0.06603 1.23859 5.67622  0.2060
43 C -0.13851 -3.77354 -0.96980  -0.7092
44 C -2.53968 3.56239 -1.83917  -0.5526
45 C -0.23048 -1.43853 -1.61930  1.1730
46 H 1.81292 -2.60199 -3.91581  0.2807
47 H -1.13907 4.71924 -3.03245  0.4310
48 H -3.62500 2.20688 -0.54652  0.4151
49 H 1.15752 4.02913 4.81822  0.3555
50 H -1.50245 1.76920 8.65412  0.3743
51 H -2.95189 -1.59812 0.97240  0.4043
52 H 0.19865 -3.12511 -8.61702  0.3584
53 H -1.74551 0.64485 -0.26816  0.4702
54 H -1.52263 3.49413 2.78759  0.3921
55 H -0.57102 -1.19282 -7.25002  0.3030
56 H 1.86653 3.70696 3.20218  0.3846
57 H 1.11693 -2.68080 5.79974  0.3534
58 H 4.57298 0.04651 4.81746  0.4034
59 H 2.42318 1.00450 -5.81832  0.3443
60 H 2.74594 3.07606 -7.14946  0.3766
61 H 4.11928 -0.69855 6.38731  0.3697
62 H -1.43260 -0.42281 -4.45980  -0.3063
63 H -2.85582 0.16839 3.03394  0.3352
64 H -2.20609 -0.77124 -2.28694  0.4445
65 H 2.41938 2.76110 4.61731  0.2339
66 H 1.79296 -4.78980 -7.67701  0.3415
67 H -3.33217 4.31212 -1.86288  0.4015
68 H -1.60289 -3.80695 1.70691  0.3957
69 H -1.49299 -0.99658 5.05137  0.4417
70 H 0.58861 2.96624 -3.06552  0.3393
71 H -1.79926 1.83482 -5.57480  0.3443
72 H 0.44097 -4.61482 -0.59892  0.4548
73 H -0.72175 -3.45241 4.24444  0.4185
74 H 0.79683 4.49481 -7.77324  0.3644
75 H -1.49442 2.58208 6.30635  0.3317
76 H 0.06504 -0.03375 9.35783  0.3911
77 H 1.96135 0.08302 -2.81887  -0.3185
78 H 1.69139 -0.97601 7.72934  0.3574
79 H -2.20471 2.69173 4.23398  0.3946
80 H 3.64735 1.00178 6.02245  0.3225
81 H 2.85680 -2.48971 6.28615  0.4465
82 H -1.93364 -4.93618 -1.32122  0.3945
83 H -1.48349 3.83929 -7.01485  0.3738
84 H 1.51116 -2.41140 -0.74558  0.5743
85 H -3.27090 -2.95105 -2.00736  0.4392
86 H 2.58861 -4.53409 -5.33342  0.3462
87 H -1.04491 4.06091 4.42313  0.4466
88 H 2.43637 -3.08971 4.63561  0.4075